The following is a DFT calculation (ωB97M-V/def2-TZVPD) of a 21-piece molecular cluster, C27H67O24P overall at a distorted geometry.

Last column: Mulliken charge in e.
Cartesian coordinates (Å):
C: -5.96841 0.92083 -0.75008  -1.117
C: -5.02406 1.78867 0.21343  -0.223
C: -3.54622 1.61066 -0.39542  -0.468
C: -2.39879 2.19924 0.51746  -0.477
O: -1.09135 2.30754 -0.11280  -0.549
C: -0.95244 1.51594 -1.23595  0.053
C: -1.16525 2.08543 -2.59502  -0.755
C: -0.99864 1.28642 -3.81628  -0.723
C: -0.63583 -0.16217 -3.78689  0.734
P: -0.42388 -1.15893 -5.36634  0.263
C: 0.39154 0.01217 -6.61934  -0.557
O: 0.75821 -2.37139 -5.16375  -0.490
C: -0.42759 -0.73088 -2.42858  0.337
C: -0.57477 0.09705 -1.20083  0.526
C: -0.26323 -0.62088 0.16222  -0.085
O: -0.93493 -0.49047 1.16359  -0.583
C: 0.99784 -1.55463 0.08464  0.902
C: 2.01460 -1.57237 1.13423  -0.314
C: 3.17347 -2.46069 0.90335  0.579
C: 4.36709 -2.52642 1.94557  -0.794
C: 5.64718 -2.07625 1.13918  0.693
C: 6.71584 -3.04678 0.77090  -0.031
C: 7.90779 -2.63747 -0.01557  -0.738
C: 8.11449 -1.26876 -0.46549  -0.619
C: 7.01839 -0.26446 -0.09637  -0.928
C: 5.84062 -0.67660 0.67785  0.764
C: 4.78173 0.46672 0.94798  -0.941
C: 3.29912 -3.32012 -0.29433  -0.603
C: 2.27452 -3.30244 -1.34849  -1.122
C: 1.13468 -2.39642 -1.13052  0.623
C: -0.01103 -2.23316 -2.19705  -0.314
O: -0.54350 -3.16496 -2.74735  -0.487
H: -6.92648 1.44406 -0.98377  0.248
H: -6.09518 -0.10038 -0.30520  0.226
H: -5.42440 0.80102 -1.72739  0.346
H: -5.26552 2.87797 0.04672  0.308
H: -5.09788 1.48101 1.28100  0.442
H: -3.60876 2.10625 -1.40760  0.158
H: -3.38391 0.50196 -0.46503  0.328
H: -2.33934 1.53059 1.43192  0.195
H: -2.70244 3.21464 0.91460  0.374
H: -1.42356 3.17694 -2.61911  0.401
H: -1.14129 1.79054 -4.80838  0.385
H: 0.09717 -0.34667 -7.64466  0.116
H: 0.10803 1.07283 -6.41661  0.263
H: 1.50879 -0.14754 -6.54315  0.226
H: 1.50735 -2.04900 -4.62478  0.305
H: 1.89285 -0.93592 2.04095  -0.028
H: 4.44210 -3.60886 2.25305  0.408
H: 4.14780 -1.83550 2.79538  0.291
H: 6.61296 -4.10904 1.08646  0.469
H: 8.67954 -3.40219 -0.29505  0.246
H: 8.98657 -0.92956 -1.07912  0.321
H: 7.17851 0.78261 -0.45830  0.243
H: 3.84628 0.15373 0.40821  0.058
H: 4.62883 0.67091 2.03749  0.241
H: 5.11755 1.42158 0.45015  0.426
H: 4.19158 -3.98787 -0.40696  0.129
H: 2.31313 -3.89677 -2.29053  0.432
O: 7.27503 -2.85999 4.53970  -0.717
H: 8.12821 -3.19572 4.23970  0.279
H: 6.84713 -2.55346 3.72927  0.380
O: -0.02500 -0.19327 -9.67125  -0.627
H: 0.69711 -0.61244 -10.16109  0.315
H: -0.80070 -0.34023 -10.22457  0.281
O: -5.13741 3.28579 2.75946  -0.546
H: -5.93751 3.76865 2.99881  0.247
H: -4.47246 3.62665 3.36620  0.213
O: 1.60100 2.96929 -6.56177  -0.578
H: 2.30404 2.68437 -7.15698  0.297
H: 1.73902 3.91941 -6.47357  0.281
O: 1.37812 1.39697 3.14272  -0.611
H: 0.77554 1.01838 2.48842  0.329
H: 0.88301 2.13632 3.51684  0.307
O: -7.50113 2.49939 1.11969  -0.479
H: -8.30504 2.98218 1.35856  0.398
H: -6.83192 2.83957 1.72597  0.208
O: -1.37389 3.38870 3.67762  -0.663
H: -1.70495 2.62106 4.15958  0.378
H: -1.04329 3.01570 2.85021  0.215
O: -3.84003 3.71365 5.78403  -0.599
H: -2.93347 3.47093 5.56591  0.273
H: -3.99652 3.29449 6.64151  0.314
O: -3.58922 -0.98800 -6.51500  -0.603
H: -4.42309 -1.22794 -6.93542  0.280
H: -3.38630 -1.73990 -5.94482  0.324
O: 5.46058 -2.22663 -2.30316  -0.740
H: 4.64935 -1.74500 -2.10272  0.288
H: 6.10255 -1.85747 -1.67743  0.403
O: -10.59772 2.76588 0.68963  -0.662
H: -10.93433 1.99558 1.17090  0.364
H: -10.25697 2.39692 -0.13331  0.333
O: 8.63303 -5.25168 2.32389  -0.596
H: 8.27638 -6.00799 2.80514  0.314
H: 9.01615 -5.64049 1.52913  0.286
O: -5.35417 2.21836 -3.46451  -0.591
H: -4.51612 1.88768 -3.81231  0.290
H: -5.81769 2.54606 -4.24396  0.272
O: -4.23238 6.41971 4.34805  -0.615
H: -5.02295 6.83191 4.71305  0.310
H: -4.19762 5.55465 4.77789  0.335
O: 5.04951 -2.45745 6.64639  -0.671
H: 5.53286 -2.62656 7.46363  0.309
H: 5.70523 -2.61090 5.95141  0.387
O: 1.99818 -2.39350 4.12650  -0.585
H: 1.18705 -1.91943 4.34522  0.301
H: 2.64929 -2.04050 4.74624  0.292
O: 4.70702 -5.41935 7.37190  -0.632
H: 3.80189 -5.74759 7.33649  0.316
H: 4.61059 -4.45812 7.32643  0.334
O: -11.29225 0.99280 2.81872  -0.653
H: -11.36949 0.19211 3.34913  0.307
H: -11.31961 1.70769 3.46547  0.308
O: -5.80351 3.05174 7.87727  -0.592
H: -6.42615 3.78280 7.79298  0.297
H: -6.20676 2.47394 8.53490  0.291
O: 2.52221 -1.53687 -9.66752  -0.629
H: 3.43706 -1.76293 -9.86918  0.301
H: 2.35505 -1.96772 -8.82018  0.320

Forces on the atoms, in the same order (eV/Å):
1.08 0.21 0.11
0.68 -0.04 -1.97
-0.56 0.04 1.02
-1.91 -0.13 0.84
-0.32 -0.78 -0.82
0.28 -1.75 -2.94
0.67 -1.77 0.49
0.23 -0.70 1.78
0.76 1.51 2.78
-0.39 -0.49 -0.74
0.46 -0.77 0.62
-0.19 1.73 0.66
-0.28 1.59 -0.30
-0.06 0.30 -0.66
0.64 -0.31 -1.26
0.77 0.19 -0.47
1.12 -0.86 -0.49
0.04 -1.76 -2.56
-0.94 -0.13 -0.58
-0.18 0.26 -1.96
2.58 0.03 -0.93
-0.24 2.51 -0.47
-0.99 1.16 0.28
-3.36 0.09 1.75
1.09 -3.11 0.25
1.11 0.29 -0.43
0.61 -0.67 -0.86
-1.88 1.23 0.09
-0.71 1.89 2.40
0.67 0.29 0.80
0.44 0.85 0.82
0.46 0.64 0.24
0.75 -0.71 0.49
-0.26 0.91 -0.41
-0.69 -0.02 1.02
0.10 -1.18 0.66
0.08 0.37 -0.97
0.39 -0.69 1.04
0.05 0.99 -0.40
0.21 0.57 -1.09
0.57 -0.86 -0.76
0.25 -1.24 -0.23
0.16 -0.54 1.17
0.05 0.62 1.22
0.39 -0.90 -0.43
-1.04 0.52 0.09
-0.21 -0.22 -0.41
0.37 -0.77 -0.86
0.17 1.28 0.01
0.24 -0.75 -0.63
0.16 1.00 -0.27
-0.95 0.75 0.42
-0.94 -0.54 0.74
-0.50 -1.06 0.56
0.60 0.45 0.94
-0.14 -0.34 -0.96
-0.19 -1.03 0.62
-0.93 0.87 0.15
0.10 0.45 1.05
-0.16 0.11 -0.13
-0.09 -0.06 0.03
0.12 -0.04 -0.02
-0.11 -0.13 -0.62
0.12 0.05 0.23
-0.01 0.06 0.14
-0.21 0.19 0.20
0.27 0.19 0.22
0.06 0.01 0.11
0.17 0.25 -0.03
-0.12 -0.08 0.02
-0.05 -0.08 0.03
-0.25 -0.05 -0.07
0.03 0.01 0.01
0.15 0.00 0.06
-0.54 0.53 0.56
-0.16 -0.23 -0.17
0.07 -0.34 -0.38
0.10 -0.26 0.18
0.08 -0.10 -0.22
-0.21 0.16 -0.10
0.32 -0.18 -0.04
-0.02 0.31 -0.01
-0.41 0.11 -0.05
-0.30 -0.10 -0.04
0.06 0.08 0.03
0.24 0.12 -0.03
-0.02 0.17 -0.04
0.03 -0.11 -0.01
-0.06 -0.12 -0.16
0.03 -0.10 -0.10
0.10 0.05 0.05
0.02 0.10 0.06
-0.03 -0.21 -0.01
0.01 0.11 0.03
0.03 0.09 0.07
0.15 0.17 -0.40
-0.06 -0.03 0.04
0.02 -0.01 0.08
-0.22 -0.09 0.02
0.10 0.02 -0.06
0.14 0.02 0.18
-0.05 -0.18 0.14
0.06 0.25 -0.08
0.17 -0.08 -0.02
0.03 0.16 0.21
0.04 -0.06 -0.07
-0.05 -0.11 0.05
-0.15 0.05 0.13
0.11 -0.01 0.00
-0.02 -0.07 -0.29
-0.10 0.01 0.35
0.03 -0.01 -0.19
0.02 0.00 -0.12
-0.15 0.02 0.14
0.12 -0.02 -0.07
0.12 -0.01 -0.06
0.19 -0.16 0.12
-0.10 0.07 -0.08
-0.13 0.09 -0.05

## Properties
LUMO level, eV: -0.4
HOMO level, hartree: -0.2835
Orbital gap, eV: 7.34

---

The following is a DFT calculation (ωB97M-V/def2-TZVPD) of a 7-piece molecular cluster, C27H69N3O22P4 overall at a distorted geometry.

Last column: Mulliken charge in e.
Cartesian coordinates (Å):
C: 3.66407 -1.38750 -2.04339  -0.740
C: 4.83583 -0.55179 -1.55880  -0.443
O: 5.10630 -0.89489 -0.18871  -0.403
P: 4.74055 0.11531 0.97913  0.869
O: 3.64688 1.06240 0.64846  -0.594
O: 6.11118 0.86058 1.27679  -0.415
C: 6.42062 1.58575 2.45699  -0.086
C: 6.95307 0.70708 3.56767  -0.900
O: 4.48810 -0.82760 2.23094  -0.270
C: 3.10756 -0.99791 2.66312  1.301
C: 3.14278 -1.71620 3.98351  -1.726
H: 3.38840 -1.09420 -3.06049  0.375
H: 3.91838 -2.44455 -2.05864  0.329
H: 2.79607 -1.12048 -1.43813  -0.023
H: 5.73620 -0.81579 -2.10892  0.369
H: 4.57021 0.49862 -1.66628  0.308
H: 7.15550 2.36811 2.25454  0.344
H: 5.53112 2.15385 2.75411  0.138
H: 6.23678 -0.07732 3.81811  0.115
H: 7.88788 0.22983 3.27574  0.286
H: 7.08846 1.28069 4.48543  0.381
H: 2.67483 0.00166 2.72646  -0.205
H: 2.55944 -1.50993 1.87003  -0.363
H: 3.74381 -1.07282 4.63127  0.477
H: 2.15913 -1.88542 4.41585  0.441
H: 3.64564 -2.67654 3.87101  0.405
C: -3.57263 7.43220 -1.76137  -1.037
C: -2.61738 8.27000 -2.58062  -0.257
O: -1.35879 7.60374 -2.69986  -0.268
P: -0.76041 7.34250 -4.17656  0.553
O: -0.48039 8.55647 -4.94698  -0.740
O: 0.49698 6.43398 -3.79290  -0.365
C: 0.34133 5.19496 -3.10945  0.378
C: 1.38396 4.21574 -3.66661  -0.934
O: -1.75531 6.27044 -4.84765  0.126
C: -2.87133 6.66087 -5.66571  -0.108
C: -3.56006 5.39907 -6.11175  -1.162
H: -3.14932 7.05967 -0.82798  0.309
H: -4.44551 8.03619 -1.50717  0.394
H: -3.88524 6.51991 -2.27747  0.174
H: -3.02424 8.61677 -3.53276  0.314
H: -2.45403 9.21899 -2.05808  0.345
H: 0.37320 5.31798 -2.02565  0.329
H: -0.64572 4.76479 -3.30863  -0.069
H: 1.09965 3.95121 -4.67908  0.324
H: 2.38115 4.65835 -3.62408  0.333
H: 1.50139 3.38197 -2.97035  0.025
H: -3.58485 7.17906 -5.01734  0.191
H: -2.59857 7.34728 -6.46495  0.332
H: -3.91294 4.76360 -5.29510  0.099
H: -4.50306 5.65056 -6.60268  0.457
H: -2.89639 4.76976 -6.70661  0.306
C: 1.34300 -4.05814 0.50965  -0.786
C: 0.66251 -4.02346 1.86106  0.334
O: 0.33804 -5.37189 2.27398  -0.322
P: 1.27112 -6.00752 3.39723  0.872
O: 1.46673 -5.13307 4.54623  -0.728
O: 0.49657 -7.36767 3.71049  -0.267
C: 0.82824 -8.25090 4.76286  -0.145
C: -0.45554 -8.98978 5.13492  -1.263
O: 2.60473 -6.48963 2.66263  -0.164
C: 2.67734 -7.62953 1.80320  -0.097
C: 3.98644 -7.49247 1.01934  -1.224
H: 1.44761 -3.03082 0.15083  0.059
H: 2.35245 -4.46970 0.54245  0.178
H: 0.75117 -4.63477 -0.20048  0.396
H: 1.27533 -3.51830 2.60852  -0.129
H: -0.28323 -3.48699 1.82828  0.094
H: 1.59607 -8.96226 4.43613  0.255
H: 1.23115 -7.78144 5.66432  0.318
H: -1.09978 -8.24645 5.61255  0.310
H: -0.96840 -9.27798 4.21926  0.314
H: -0.29999 -9.79828 5.84539  0.386
H: 2.69670 -8.55312 2.38528  0.265
H: 1.81312 -7.68560 1.13846  0.341
H: 4.76267 -7.27464 1.74558  0.319
H: 4.16214 -8.43493 0.49747  0.391
H: 3.84713 -6.74000 0.24568  0.263
C: -6.74666 -2.61437 -1.74483  -1.079
C: -7.06167 -1.42139 -0.83318  -0.240
O: -5.96802 -1.21447 0.07941  -0.386
P: -4.69208 -0.39000 -0.39811  1.063
O: -4.52712 -0.15046 -1.83533  -0.614
O: -4.82114 0.94167 0.47362  -0.478
C: -3.79084 1.93475 0.45467  0.134
C: -2.92848 1.76437 1.70208  -0.913
O: -3.49533 -1.15111 0.35109  -0.247
C: -3.07734 -2.44847 -0.07790  -0.144
C: -2.07494 -2.36631 -1.21976  -0.703
H: -5.96698 -2.32947 -2.44756  0.242
H: -6.50512 -3.51118 -1.17579  0.283
H: -7.63961 -2.88960 -2.31353  0.412
H: -7.16472 -0.51187 -1.42590  0.276
H: -7.98351 -1.59375 -0.28488  0.375
H: -3.13718 1.72737 -0.40220  -0.257
H: -4.22673 2.90829 0.24482  0.387
H: -3.58026 1.88354 2.57223  0.363
H: -2.46903 0.77980 1.71675  0.071
H: -2.13071 2.49838 1.82627  0.368
H: -2.62248 -2.94136 0.78359  0.263
H: -3.93213 -3.08768 -0.32002  0.144
H: -1.19297 -1.81605 -0.89903  -0.093
H: -1.87999 -3.38838 -1.54777  0.423
H: -2.53399 -1.82556 -2.04936  0.336
C: 1.26371 1.72106 4.70001  -0.460
N: 2.03489 2.96717 4.53520  0.970
O: 3.07376 2.94687 3.90643  -0.511
O: 1.62098 3.94952 5.13877  -0.574
H: 1.89133 0.86881 4.47172  0.025
H: 0.37983 1.69783 4.06737  0.162
H: 0.94312 1.74538 5.73817  0.390
C: -3.02100 2.01641 -4.55365  -0.974
N: -2.69773 2.33775 -3.13717  0.834
O: -3.34819 3.17339 -2.55182  -0.491
O: -1.78701 1.70959 -2.63030  -0.304
H: -2.79751 0.97274 -4.73041  0.306
H: -2.28811 2.64004 -5.07009  0.299
H: -4.02418 2.34262 -4.79367  0.358
C: 0.85969 1.14166 -0.91946  -1.094
N: 0.61026 0.63741 0.45211  1.102
O: 0.58178 1.47608 1.31867  -0.590
O: 0.63917 -0.55843 0.62336  -0.400
H: 0.32878 0.56150 -1.66875  0.310
H: 1.92760 0.96956 -1.05532  0.143
H: 0.64432 2.19873 -1.00024  0.527

Forces on the atoms, in the same order (eV/Å):
0.00 0.62 -0.31
-0.39 -0.54 -0.30
0.07 0.34 0.50
-0.20 1.08 -0.06
0.32 -0.81 0.11
0.32 -0.94 -0.66
-0.49 0.88 0.96
-0.43 -0.40 0.13
0.04 0.28 -0.32
-0.25 0.22 -0.48
0.50 0.22 -0.18
0.21 -0.02 -0.07
-0.29 -0.07 0.30
-0.02 -0.56 0.20
0.09 0.31 -0.04
0.36 0.12 0.13
0.07 -0.30 -0.63
-0.05 -0.27 0.20
0.05 -0.02 -0.12
0.06 0.07 0.05
0.20 0.17 -0.14
-0.07 -0.07 0.09
0.05 -0.20 0.14
-0.11 -0.28 0.34
-0.08 0.08 -0.06
-0.04 -0.03 0.11
-0.33 -0.43 -0.17
-0.11 0.77 0.89
0.17 -0.23 -1.02
0.30 -0.33 1.04
-0.18 -0.60 0.02
-0.68 0.91 -0.50
-0.16 -1.22 -0.20
0.16 0.77 1.19
0.55 0.50 -0.12
-0.80 -0.14 1.06
-0.32 -0.44 -0.11
0.33 0.38 0.00
-0.09 -0.12 -0.08
-0.12 0.18 -0.22
0.01 -0.51 -0.20
0.29 -0.17 0.12
0.41 0.31 -0.07
-0.04 0.20 -0.06
0.24 -0.33 -0.03
-0.11 0.29 -0.41
-0.49 -0.36 -0.40
0.08 0.21 -0.10
0.33 -0.22 -0.09
0.40 0.34 0.43
0.33 0.02 -0.57
-0.22 0.16 -0.37
0.05 0.40 -0.06
0.07 0.00 -0.26
0.31 -0.54 0.37
-0.58 -0.71 -0.06
0.65 0.14 0.14
-0.07 0.85 -0.68
0.07 -1.26 0.79
-0.06 1.11 -0.05
-0.21 0.48 0.58
0.46 -0.17 -0.49
-1.25 -0.48 0.03
-0.13 -0.04 -0.12
-0.06 -0.16 0.22
-0.03 0.06 -0.05
0.04 -0.18 0.09
-0.07 -0.02 -0.14
-0.06 0.12 -0.23
-0.04 0.55 -0.31
-0.10 -0.15 0.06
0.06 -0.47 0.09
0.09 -0.16 -0.23
-0.06 0.15 0.23
-0.05 0.17 0.02
0.31 0.13 -0.32
0.26 -0.01 0.13
0.40 0.30 0.20
-0.72 0.35 0.04
0.39 -0.40 -0.92
0.21 0.14 -0.10
0.25 0.60 1.41
-0.10 -0.33 -0.20
-0.55 -0.76 -0.16
1.72 -0.68 -0.75
-0.70 0.63 0.50
-0.57 0.42 -0.25
0.38 -0.53 -0.06
-0.87 0.11 0.04
0.17 -0.23 0.07
0.32 0.14 0.13
0.01 0.21 -0.09
-0.23 -0.07 -0.08
0.21 0.09 0.42
-0.17 0.16 -0.07
-0.17 0.01 0.52
0.13 -0.22 0.10
-0.12 -0.10 -0.03
-0.07 0.13 -0.42
0.05 0.29 0.13
-0.15 0.30 -0.22
0.21 -0.26 -0.03
0.43 0.10 0.00
0.06 -0.02 -0.04
-0.38 -0.39 0.38
0.44 0.92 0.46
-0.27 -0.26 -0.14
-0.04 -0.49 -0.49
0.11 0.09 0.04
0.15 0.34 -0.21
0.00 -0.23 -0.03
0.74 0.69 0.03
-0.43 -0.76 0.69
-0.07 0.29 -0.36
0.21 0.11 -0.18
-0.20 -0.07 0.09
-0.17 -0.13 -0.37
-0.08 -0.15 0.14
0.34 -0.28 -0.69
0.95 0.93 -0.59
-0.51 0.00 0.61
-0.44 -0.66 0.13
-0.26 -0.07 0.27
0.04 0.16 0.12
-0.18 -0.01 0.28

## Properties
LUMO level, eV: 0.2
HOMO level, hartree: -0.3832
Orbital gap, eV: 10.58

---

Question: Among the records above, which one has the highest HOMO level?
Answer: C27H67O24P